{
  "formula": "C36H84N12O12",
  "method": "ωB97M-V/def2-TZVPD",
  "smiles": "CN(C)C=O.CN(C)C=O.CN(C)C=O.CN(C)C=O.CN(C)C=O.CN(C)C=O.CN(C)C=O.CN(C)C=O.CN(C)C=O.CN(C)C=O.CN(C)C=O.CN(C)C=O",
  "e_tot_ha": -2982.03481,
  "de_lowest_ev": 7.670,
  "fmax_ev_per_a": 2.19,
  "total_charge": 0,
  "orbital_gap_ha": 0.304,
  "symbols": ["C", "O", "N", "C", "C", "H", "H", "H", "H", "H", "H", "H", "C", "O", "N", "C", "C", "H", "H", "H", "H", "H", "H", "H", "C", "O", "N", "C", "C", "H", "H", "H", "H", "H", "H", "H", "C", "O", "N", "C", "C", "H", "H", "H", "H", "H", "H", "H", "C", "O", "N", "C", "C", "H", "H", "H", "H", "H", "H", "H", "C", "O", "N", "C", "C", "H", "H", "H", "H", "H", "H", "H", "C", "O", "N", "C", "C", "H", "H", "H", "H", "H", "H", "H", "C", "O", "N", "C", "C", "H", "H", "H", "H", "H", "H", "H", "C", "O", "N", "C", "C", "H", "H", "H", "H", "H", "H", "H", "C", "O", "N", "C", "C", "H", "H", "H", "H", "H", "H", "H", "C", "O", "N", "C", "C", "H", "H", "H", "H", "H", "H", "H", "C", "O", "N", "C", "C", "H", "H", "H", "H", "H", "H", "H"],
  "positions_angstrom": [[-0.4166, 3.4217, -3.4599], [0.2764, 4.3044, -3.0045], [-1.5459, 2.9509, -2.8663], [-2.1303, 1.7091, -3.3137], [-1.9266, 3.3987, -1.5660], [-0.2622, 2.9722, -4.4498], [-3.2148, 1.7973, -3.2306], [-1.8320, 0.8646, -2.6783], [-1.8561, 1.4514, -4.3336], [-2.1115, 2.5703, -0.8728], [-1.0899, 3.9580, -1.1445], [-2.8100, 4.0383, -1.5124], [-0.5616, 0.3974, -7.8333], [-1.0133, 1.4985, -7.5872], [0.1702, -0.3498, -6.9849], [0.7455, -1.5982, -7.4427], [0.4991, 0.0117, -5.6316], [-0.8089, -0.1071, -8.7779], [0.3256, -1.9383, -8.3891], [0.6498, -2.3468, -6.6636], [1.7929, -1.4592, -7.7524], [1.5634, 0.2748, -5.5483], [-0.0766, 0.8597, -5.2688], [0.3798, -0.7909, -4.8969], [-3.6370, 4.2650, 4.2217], [-4.0671, 5.2904, 4.6401], [-4.2436, 3.0762, 4.3420], [-3.6016, 1.8299, 3.9652], [-5.4788, 2.9245, 5.0801], [-2.6985, 4.2085, 3.6512], [-3.3565, 1.3041, 4.8990], [-2.6456, 2.0131, 3.4715], [-4.2459, 1.2442, 3.3144], [-5.8960, 3.8801, 5.3864], [-6.2262, 2.4806, 4.4158], [-5.3079, 2.3196, 5.9747], [2.1281, -4.5193, 0.8611], [2.7726, -4.7338, -0.1387], [0.8010, -4.7174, 0.9574], [0.1311, -4.1656, 2.1024], [-0.0427, -5.0640, -0.1736], [2.5808, -4.1450, 1.7900], [0.8407, -3.8281, 2.8593], [-0.4690, -4.8962, 2.6548], [-0.4771, -3.3089, 1.7971], [0.4102, -5.8403, -0.7853], [-0.9625, -5.4851, 0.2455], [-0.3398, -4.2058, -0.7859], [3.9279, -0.6654, -3.6129], [2.7260, -0.4802, -3.5152], [4.7367, -1.2343, -2.7185], [6.1439, -1.4647, -3.0128], [4.2486, -1.7770, -1.4707], [4.4382, -0.3583, -4.5423], [6.4598, -2.3184, -2.4218], [6.7195, -0.5907, -2.6954], [6.3316, -1.6370, -4.0670], [4.0299, -2.8442, -1.5082], [5.0626, -1.6059, -0.7605], [3.3703, -1.2785, -1.0750], [-2.2482, -2.9178, -6.6152], [-2.3672, -2.7249, -7.7856], [-2.7872, -2.1827, -5.6174], [-2.2026, -2.2767, -4.2870], [-3.5932, -1.0260, -5.9797], [-1.6349, -3.7441, -6.2355], [-1.7808, -1.3220, -3.9486], [-1.3957, -3.0008, -4.2103], [-2.9413, -2.5503, -3.5238], [-4.6561, -1.2336, -5.8212], [-3.3363, -0.2027, -5.3142], [-3.4243, -0.8275, -7.0341], [-1.4888, -1.1252, -0.3746], [-1.5670, -1.9962, -1.2207], [-0.4971, -0.2107, -0.2969], [-0.5082, 0.8515, 0.7105], [0.5826, -0.1240, -1.2619], [-2.1682, -1.0319, 0.4857], [-0.1664, 1.7843, 0.2679], [0.2455, 0.5300, 1.4290], [-1.4679, 0.9375, 1.2027], [0.5336, -0.7831, -2.1171], [0.8692, 0.8835, -1.5613], [1.4679, -0.4496, -0.6862], [-4.2919, -2.0221, 2.4447], [-4.2816, -1.3735, 1.4175], [-5.3158, -2.0849, 3.3393], [-6.5955, -1.4728, 3.0336], [-5.1858, -2.6661, 4.6522], [-3.4229, -2.5801, 2.8710], [-6.6740, -0.4828, 3.4997], [-7.3653, -2.0356, 3.5630], [-6.6805, -1.3778, 1.9614], [-4.1593, -2.8245, 4.9718], [-5.7189, -2.0703, 5.3908], [-5.6537, -3.6601, 4.6565], [-0.5668, 0.0919, 4.9110], [-0.2277, 0.2001, 3.7504], [-0.6005, -1.0740, 5.5918], [-0.4436, -2.3782, 4.9223], [-1.0989, -1.1076, 6.9401], [-0.9378, 0.9261, 5.5261], [-1.4697, -2.7254, 4.7895], [0.1234, -3.0048, 5.6059], [0.0494, -2.1911, 3.9797], [-1.9447, -1.7803, 7.1170], [-0.3046, -1.4115, 7.6349], [-1.4213, -0.1278, 7.2985], [5.3321, 2.7716, -2.4300], [6.3585, 3.0819, -3.0215], [4.0748, 3.1535, -2.7463], [3.8233, 4.0399, -3.8363], [2.9181, 2.5969, -2.0900], [5.3391, 2.0930, -1.5541], [2.9285, 4.6492, -3.6831], [3.6289, 3.4681, -4.7512], [4.6146, 4.7595, -4.0268], [2.1967, 2.1736, -2.8024], [3.1691, 1.8154, -1.3752], [2.3109, 3.3660, -1.5937], [1.6117, 5.2556, 4.1440], [1.6122, 5.7911, 3.0696], [1.4350, 3.9253, 4.3219], [1.3178, 3.3000, 5.6179], [1.2117, 3.0546, 3.1874], [1.7811, 5.7756, 5.0992], [0.2595, 3.0587, 5.7545], [1.7500, 3.9439, 6.3738], [1.8426, 2.3439, 5.5963], [1.5850, 3.4820, 2.2621], [1.7533, 2.1164, 3.3032], [0.1386, 2.8733, 3.0777], [4.6902, 0.4463, 1.5377], [4.0781, 1.4503, 1.2862], [4.1354, -0.7630, 1.7962], [4.9310, -1.7871, 2.4171], [2.7217, -0.9702, 1.8743], [5.7893, 0.3827, 1.5900], [5.9919, -1.5529, 2.3390], [4.7858, -2.7168, 1.8577], [4.6897, -1.9652, 3.4657], [2.3275, -1.5711, 1.0517], [2.4388, -1.4331, 2.8222], [2.2374, 0.0066, 1.8548]],
  "lowdin_charge": [-0.323, 0.013, -0.177, -0.059, -0.059, 0.134, 0.097, 0.076, 0.062, 0.074, 0.089, 0.095, -0.350, 0.003, -0.174, -0.064, -0.049, 0.136, 0.083, 0.082, 0.091, 0.086, 0.051, 0.076, -0.376, 0.046, -0.196, -0.051, -0.045, 0.134, 0.080, 0.072, 0.085, 0.086, 0.088, 0.089, -0.365, 0.021, -0.180, -0.086, -0.025, 0.120, 0.062, 0.095, 0.090, 0.092, 0.091, 0.082, -0.333, -0.008, -0.176, -0.039, -0.031, 0.144, 0.087, 0.093, 0.088, 0.090, 0.083, 0.060, -0.392, 0.026, -0.167, -0.070, -0.021, 0.130, 0.058, 0.085, 0.085, 0.090, 0.071, 0.084, -0.339, -0.007, -0.162, -0.046, -0.036, 0.110, 0.084, 0.049, 0.083, 0.080, 0.070, 0.065, -0.332, 0.013, -0.201, -0.036, -0.065, 0.131, 0.085, 0.090, 0.089, 0.067, 0.090, 0.095, -0.340, 0.003, -0.185, -0.015, -0.074, 0.120, 0.082, 0.098, 0.053, 0.088, 0.093, 0.087, -0.343, -0.008, -0.176, -0.051, -0.076, 0.126, 0.083, 0.097, 0.090, 0.068, 0.069, 0.090, -0.355, 0.035, -0.195, -0.058, -0.051, 0.132, 0.076, 0.085, 0.084, 0.090, 0.074, 0.080, -0.344, 0.032, -0.193, -0.068, -0.053, 0.137, 0.086, 0.086, 0.091, 0.077, 0.087, 0.067]
}